Record 1
{"formula": "H2OTl", "method": "wB97M-V/def2-TZVPD", "elements": ["H", "O", "Tl", "H"], "xyz": [[0.5646, -0.1815, -0.9198], [-0.1399, -0.0792, -0.2752], [-2.2315, -0.0450, -0.5661], [1.8068, 0.3056, 1.7611]], "energy_ev": -6770.0882, "lumo_ev": [-0.03, -0.03], "gap_ev": [9.0, 9.2], "multiplicity": 2, "de_lowest_kcal_mol": 14.4, "charge": 0}


Record 2
{"formula": "H2P2S4", "method": "wB97M-V/def2-TZVPD", "elements": ["P", "P", "S", "S", "S", "S", "H", "H"], "xyz": [[-1.1219, -2.2605, 0.5184], [-0.7710, 0.8073, 0.8975], [-1.3170, 1.8494, 2.4176], [-2.4407, -0.8026, 0.1927], [0.1968, -1.2952, 1.6035], [1.6118, 0.0148, -1.7242], [0.9959, 1.2958, -1.6713], [2.8462, 0.3910, -2.2343]], "energy_ev": -61951.4207, "lumo_ev": -1.65, "gap_ev": 6.9, "de_lowest_kcal_mol": 25.8, "charge": 0}


Record 3
{"formula": "H2P4S3", "method": "wB97M-V/def2-TZVPD", "elements": ["S", "P", "P", "S", "P", "P", "S", "H", "H"], "xyz": [[-2.9140, 1.2153, -0.3901], [-1.3279, 0.1564, -0.7286], [-1.4625, -1.6467, 0.4821], [0.1362, -2.7604, 0.0211], [0.4031, 1.3022, 0.1881], [2.0010, 0.0145, 0.5898], [3.4124, 0.5516, -0.6487], [-1.1087, -0.8765, 1.5716], [0.8604, 2.0437, -1.0853]], "smiles": "S=P(P[S-])=[PH]=P[S-]", "energy_ev": -69694.2984, "lumo_ev": 5.43, "gap_ev": 5.1, "de_lowest_kcal_mol": 28.8, "charge": -2}


Record 4
{"formula": "H2P4S3", "method": "wB97M-V/def2-TZVPD", "elements": ["P", "S", "P", "S", "P", "P", "S", "H", "H"], "xyz": [[-0.7373, -0.4612, 0.2115], [0.4213, -1.8698, -0.7763], [2.7624, -1.3856, 0.0052], [3.0318, 0.4385, -1.1018], [1.5530, 1.9226, -0.4512], [0.5568, 0.8711, 1.1751], [2.0342, -0.4431, 1.8162], [-0.9474, -1.1549, 1.4547], [0.4247, 1.7192, -1.2605]], "smiles": "[PH]1#S#P2S[PH]#P1S2", "energy_ev": -69694.7544, "lumo_ev": -0.86, "gap_ev": 8.2, "de_lowest_kcal_mol": 5.0, "charge": 0}


Record 5
{"formula": "H2S2", "method": "wB97M-V/def2-TZVPD", "elements": ["S", "S", "H", "H"], "xyz": [[0.8484, 0.8084, -0.2877], [0.2123, -0.9186, 0.6295], [0.0128, 0.8375, -1.3313], [-1.0735, -0.7273, 0.9895]], "smiles": "SS", "energy_ev": -21702.6488, "lumo_ev": 0.32, "gap_ev": 9.5, "de_lowest_kcal_mol": 1.8, "charge": 0}


Record 6
{"formula": "H2S2", "method": "wB97M-V/def2-TZVPD", "elements": ["S", "S", "H", "H"], "xyz": [[-0.2262, -0.3045, -0.9904], [0.6512, 0.0932, 0.7844], [-0.4866, 0.9394, -1.4135], [0.0616, -0.7281, 1.6196]], "smiles": "SS", "energy_ev": -21702.5471, "lumo_ev": 0.43, "gap_ev": 9.3, "de_lowest_kcal_mol": 4.1, "charge": 0}